# 1
The following is a quantum chemistry calculation of a molecular structure, C28H36P2SiV at a distorted geometry, from the OMol25 dataset.

gap between HOMO and LUMO (alpha / beta)	4.44 / 5.25	eV
2S+1	3
energy	-81753.9989	eV
total charge	+1
expectation value of S²	2.12

Atoms and positions in Å:
C1 0.74 2.36 2.66
C2 1.21 2.63 1.33
C3 0.06 2.73 0.47
H1 2.25 2.79 1.04
C4 -1.11 2.46 1.26
C5 -0.68 2.23 2.61
H2 -1.32 2.10 3.48
H3 1.35 2.37 3.56
H4 0.06 3.00 -0.59
H5 -2.15 2.49 0.93
V1 0.14 0.70 1.20
C6 -0.20 -0.57 -1.01
H6 -1.12 -0.07 -0.67
H7 -0.27 -1.64 -0.78
H8 0.67 -0.10 -0.49
Si1 0.09 -0.13 -2.89
C7 1.57 -0.41 -4.08
C8 2.41 0.69 -4.33
H9 2.14 1.67 -3.93
C9 3.59 0.56 -5.07
H10 4.27 1.40 -5.16
C10 3.88 -0.66 -5.69
H11 4.80 -0.78 -6.24
C11 2.97 -1.72 -5.59
H12 3.17 -2.66 -6.13
C12 1.82 -1.59 -4.81
H13 1.10 -2.41 -4.77
C13 -1.26 0.64 -4.02
C14 -1.02 0.99 -5.37
H14 -0.17 0.57 -5.92
C15 -1.85 1.92 -6.01
H15 -1.65 2.20 -7.04
C16 -2.95 2.45 -5.32
H16 -3.56 3.20 -5.79
C17 -3.27 1.99 -4.04
H17 -4.17 2.34 -3.53
C18 -2.44 1.06 -3.40
H18 -2.71 0.68 -2.41
H19 0.47 1.24 -2.38
H20 -0.38 -1.59 -2.88
C19 2.98 0.07 3.61
P1 1.50 -0.66 2.83
C20 2.06 -2.30 2.28
C21 0.37 -1.02 4.25
C22 0.85 -1.30 5.54
C23 -0.06 -1.54 6.58
C24 -1.43 -1.60 6.32
C25 -1.90 -1.33 5.03
C26 -1.01 -1.06 4.00
P2 -1.56 -0.73 2.25
C27 -3.21 0.01 2.44
C28 -1.92 -2.41 1.64
H21 3.64 0.41 2.80
H22 3.47 -0.71 4.20
H23 2.70 0.92 4.24
H24 2.13 -2.95 3.16
H25 1.35 -2.73 1.55
H26 3.04 -2.19 1.80
H27 1.93 -1.31 5.76
H28 0.30 -1.73 7.59
H29 -2.14 -1.83 7.11
H30 -2.97 -1.36 4.82
H31 -3.20 0.76 3.24
H32 -3.49 0.48 1.49
H33 -3.92 -0.80 2.68
H34 -1.11 -3.10 1.93
H35 -2.86 -2.74 2.09
H36 -2.02 -2.39 0.55

***

# 2
The following is a quantum chemistry calculation of 7 unconnected molecules or ions with the total composition C25H48NO28S6 at a distorted geometry, from the OMol25 dataset.

gap between HOMO and LUMO	6.00	eV
energy	-150526.8269	eV
total charge	-1

Atoms and positions in Å:
C1 2.48 -0.63 1.49
C2 1.68 0.20 0.73
C3 0.36 -0.43 0.12
N1 0.06 0.05 -1.23
C4 0.84 -0.58 -2.31
C5 0.04 -0.25 -3.63
C6 2.30 0.05 -2.53
C7 3.40 -1.05 -2.25
C8 4.30 -1.27 -3.54
O1 0.49 -1.83 0.25
C9 -0.70 -2.52 -0.14
C10 -0.34 -4.09 -0.10
O2 0.94 -4.25 0.53
C11 0.85 -4.93 1.77
C12 0.18 -4.11 2.91
C13 -0.83 0.11 1.06
O3 -0.60 0.33 2.27
O4 -1.99 0.36 0.59
H1 3.51 -0.94 1.21
H2 2.06 -1.08 2.42
H3 1.90 1.27 0.55
H4 0.34 1.03 -1.22
H5 0.90 -1.69 -2.27
H6 0.19 0.82 -3.91
H7 0.35 -0.86 -4.50
H8 -1.06 -0.35 -3.43
H9 2.46 0.89 -1.81
H10 2.37 0.51 -3.53
H11 2.99 -2.03 -1.94
H12 4.05 -0.70 -1.40
H13 3.71 -1.78 -4.33
H14 5.21 -1.82 -3.22
H15 4.53 -0.25 -3.94
H16 -0.97 -2.30 -1.20
H17 -1.55 -2.38 0.57
H18 -0.38 -4.54 -1.12
H19 -1.08 -4.60 0.58
H20 1.90 -5.12 2.09
H21 0.36 -5.93 1.70
H22 0.17 -4.77 3.82
H23 -0.88 -3.83 2.73
H24 0.76 -3.21 3.22
C14 -2.45 1.39 4.98
C15 -1.00 1.61 5.35
O5 -1.02 2.70 6.29
S1 -2.38 2.64 7.14
O6 -2.11 1.99 8.38
O7 -3.02 3.91 7.06
O8 -3.18 1.60 6.20
H25 -2.79 2.13 4.25
H26 -2.63 0.39 4.59
H27 -0.39 1.85 4.48
H28 -0.59 0.74 5.85
C16 3.34 4.75 -2.56
C17 3.82 5.12 -3.95
O9 4.74 4.10 -4.31
S2 4.28 2.71 -3.63
O10 3.56 1.96 -4.60
O11 5.38 2.17 -2.91
O12 3.23 3.33 -2.58
H29 4.07 5.03 -1.80
H30 2.38 5.21 -2.32
H31 4.30 6.10 -3.98
H32 2.99 5.10 -4.67
C18 -5.31 5.99 5.51
C19 -6.50 5.40 6.23
O13 -7.52 6.39 6.13
S3 -7.35 7.19 4.73
O14 -8.24 6.63 3.78
O15 -7.31 8.58 5.02
O16 -5.86 6.69 4.38
H33 -4.79 6.71 6.14
H34 -4.61 5.23 5.18
H35 -6.29 5.17 7.27
H36 -6.86 4.49 5.72
C20 -4.99 1.64 -1.73
C21 -4.66 0.18 -1.58
O17 -4.87 -0.38 -2.89
S4 -4.51 0.73 -4.00
O18 -3.18 0.50 -4.44
O19 -5.61 0.84 -4.89
O20 -4.49 2.01 -3.02
H37 -6.08 1.81 -1.73
H38 -4.53 2.25 -0.96
H39 -5.29 -0.32 -0.85
H40 -3.61 0.03 -1.31
C22 -3.49 -7.18 -3.79
C23 -2.04 -7.01 -3.39
O21 -2.03 -5.94 -2.45
S5 -3.41 -5.95 -1.62
O22 -3.18 -6.62 -0.38
O23 -3.99 -4.66 -1.69
O24 -4.23 -6.95 -2.58
H41 -3.79 -6.42 -4.52
H42 -3.70 -8.17 -4.19
H43 -1.40 -6.78 -4.24
H44 -1.66 -7.91 -2.89
C24 8.77 -0.37 -1.40
C25 7.75 0.69 -1.06
O25 6.97 0.11 -0.01
S6 7.90 -0.85 0.89
O26 8.34 -0.12 2.03
O27 7.28 -2.12 0.98
O28 9.14 -0.96 -0.15
H45 8.34 -1.16 -2.03
H46 9.65 0.04 -1.90
H47 7.12 0.94 -1.91
H48 8.23 1.59 -0.67

***

# 3
The following is a quantum chemistry calculation of a molecular structure, C17H13Cl2N3O5STeW at a distorted geometry, from the OMol25 dataset.

gap between HOMO and LUMO (alpha / beta)	4.96 / 4.97	eV
2S+1	3
energy	-77527.8267	eV
energy relative to the best compared isomer or geometry (same formula, charge and spin)	103.2	kJ/mol
total charge	+2
expectation value of S²	2.03

Atoms and positions in Å:
W1 -1.32 -14.07 11.75
Cl1 2.72 -19.72 11.12
C1 1.96 -18.23 11.55
C2 2.18 -17.70 12.89
C3 1.96 -16.46 13.29
Cl2 2.67 -15.83 14.66
C4 1.14 -15.64 12.44
O1 0.22 -14.82 12.91
C5 0.84 -16.19 11.01
C6 -1.41 -15.75 9.80
O2 -2.25 -14.78 9.88
C7 1.20 -17.55 10.64
H1 2.58 -18.39 13.63
H2 -1.64 -16.68 9.27
H3 0.82 -18.04 9.71
N1 -5.75 -17.43 15.32
C8 -4.79 -16.89 14.50
C9 -3.42 -16.77 14.89
C10 -2.55 -16.08 14.10
N2 -2.95 -15.51 12.94
C11 -4.24 -15.59 12.52
C12 -5.17 -16.28 13.24
H4 -5.44 -17.95 16.14
H5 -6.67 -17.69 14.93
H6 -3.01 -17.21 15.77
H7 -1.51 -15.93 14.38
H8 -4.51 -15.04 11.59
H9 -6.20 -16.35 12.88
O3 1.84 -15.27 11.25
N3 -0.40 -15.60 10.64
O4 -3.15 -12.57 11.94
C13 -2.84 -12.42 13.15
O5 -1.68 -12.80 13.56
H10 -3.52 -11.95 13.88
Te1 0.53 -11.98 10.93
C14 1.60 -11.79 9.05
C15 1.05 -12.24 7.87
C16 1.82 -11.96 6.71
C17 2.94 -11.22 6.97
S1 3.12 -10.92 8.66
H11 0.09 -12.72 7.89
H12 1.55 -12.36 5.74
H13 3.64 -10.81 6.23